Molecular formula: C4H4O2
Method: DFT, ωB97M-V/def2-TZVPD

Calculated values
Multiplicity: 1
Structure (SMILES): COC#CC=O
Lowest unoccupied orbital energy in eV: 0.7
Orbital gap in eV: 10.3
Net charge: 0
HOMO level in hartree: -0.35403
Total energy in eV: -8303.2813

XYZ file:
```
10
Properties=species:S:1:pos:R:3:nbo_charge:R:1
C 1.090 -0.584 1.127 -0.24
O 1.186 0.488 0.145 -0.46
C 0.471 0.453 -0.897 0.50
C -0.308 0.582 -1.863 -0.35
C -1.578 0.522 -1.100 0.38
O -1.740 -0.286 -0.200 -0.59
H 2.085 -0.645 1.562 0.20
H 0.357 -0.278 1.875 0.21
H 0.791 -1.524 0.662 0.21
H -2.354 1.273 -1.311 0.14
```

Molecular formula: C23H33AuCl2N7O6PS
Method: DFT, ωB97M-V/def2-TZVPD

Calculated values
Multiplicity: 3
Lowest unoccupied orbital energy (spin up / spin down) in eV: 0.0 / -0.7
Orbital gap (spin up / spin down) in eV: 7.4 / 7.0
Net charge: 0
HOMO level (spin up / spin down) in hartree: -0.27059 / -0.28150
Total energy in eV: -95962.8502

XYZ file:
```
74
Properties=species:S:1:pos:R:3:mulliken_spin:R:1
Au 0.066 0.961 -0.308 0.40
C 5.096 2.672 -0.649 0.00
N 4.288 1.556 -1.121 0.01
C 4.796 0.245 -0.766 0.00
C 2.933 1.686 -1.324 0.03
N 2.084 0.744 -1.108 0.04
N 2.586 2.903 -1.883 0.01
C 1.331 3.473 -2.137 0.00
N 1.463 4.711 -2.742 0.00
N 0.247 2.881 -1.863 0.01
H 5.899 2.917 -1.349 0.00
H 5.545 2.416 0.313 0.00
H 4.482 3.554 -0.478 0.00
H 5.879 0.258 -0.868 0.00
H 4.407 -0.513 -1.445 0.00
H 4.547 -0.035 0.264 0.00
H 2.505 -0.065 -0.663 0.00
H 3.361 3.406 -2.274 0.00
H 2.285 5.254 -2.535 0.00
H 0.617 5.255 -2.784 0.00
H -0.580 3.436 -2.055 0.00
O -2.259 0.813 -2.491 0.00
C -2.781 0.994 -1.403 0.00
N -2.116 1.169 -0.234 0.09
S -3.070 1.282 1.081 -0.01
O -3.011 0.090 1.884 0.00
O -2.877 2.545 1.742 0.00
C -4.571 1.268 0.153 0.00
C -5.869 1.384 0.612 0.00
C -6.880 1.296 -0.336 0.00
C -6.591 1.099 -1.685 0.00
C -5.278 0.987 -2.123 0.00
C -4.270 1.076 -1.179 0.00
H -6.091 1.533 1.659 0.00
H -7.913 1.382 -0.023 0.00
H -7.402 1.033 -2.397 0.00
H -5.032 0.833 -3.165 0.00
Cl -0.633 -1.003 4.126 0.02
C 0.218 0.498 4.046 0.20
C 0.559 1.103 5.235 -0.09
C 1.233 2.318 5.216 0.21
C 1.551 2.918 4.003 -0.10
C 1.201 2.312 2.818 0.17
Cl 1.642 3.163 1.366 0.02
C 0.523 1.059 2.755 -0.03
N 0.146 0.336 1.710 0.99
H 0.291 0.626 6.166 0.00
H 1.504 2.801 6.144 0.02
H 2.067 3.867 3.978 0.00
C 1.835 -5.382 -1.937 0.00
C 1.118 -4.171 -2.494 0.00
O 0.070 -3.787 -1.601 0.00
P 0.060 -2.200 -1.147 0.00
O 1.138 -2.170 0.053 0.00
C 0.937 -2.847 1.310 0.00
C 2.200 -2.701 2.121 0.00
O -1.279 -2.251 -0.253 0.00
C -2.562 -2.330 -0.885 0.00
C -3.103 -3.738 -0.822 0.00
H 2.612 -5.719 -2.626 0.00
H 1.138 -6.204 -1.780 0.00
H 2.302 -5.144 -0.981 0.00
H 0.676 -4.384 -3.471 0.00
H 1.824 -3.344 -2.630 0.00
H 0.691 -3.894 1.111 0.00
H 0.093 -2.375 1.807 0.00
H 3.048 -3.175 1.626 0.00
H 2.075 -3.157 3.104 0.00
H 2.424 -1.643 2.269 0.00
H -2.487 -1.970 -1.918 0.00
H -3.201 -1.637 -0.334 0.00
H -2.497 -4.421 -1.416 0.00
H -4.128 -3.759 -1.196 0.00
H -3.113 -4.094 0.209 0.00
```

Molecular formula: C36H90As3F27N6O12
Method: DFT, ωB97M-V/def2-TZVPD

Calculated values
Multiplicity: 1
Lowest unoccupied orbital energy in eV: -3.4
Orbital gap in eV: 0.7
Net charge: 0
HOMO level in hartree: -0.15154
Total energy in eV: -328172.4708

XYZ file:
```
174
Properties=species:S:1:pos:R:3:lowdin_charge:R:1
C -7.752 8.504 20.278 -0.02
C -7.435 8.888 18.827 -0.27
C -7.885 10.296 18.460 -0.15
O -7.445 10.620 17.146 -0.19
C -7.947 11.679 16.527 -0.14
N -5.965 8.606 18.415 0.25
H -5.317 8.902 19.131 0.17
H -5.756 7.618 18.375 0.17
H -5.800 9.019 17.509 0.16
H -7.633 9.405 20.879 0.09
H -7.107 7.739 20.710 0.09
H -8.783 8.169 20.391 0.10
H -7.903 8.188 18.134 0.15
H -7.430 10.982 19.174 0.14
H -8.963 10.447 18.514 0.15
H -8.974 11.708 16.162 0.10
H -7.219 11.942 15.759 0.11
H -7.836 12.465 17.275 0.10
C -17.694 18.891 9.331 -0.05
C -17.563 17.825 10.435 -0.25
C -16.149 17.897 11.149 -0.15
O -16.012 16.947 12.248 -0.23
C -14.990 17.266 13.183 -0.08
N -18.667 18.090 11.492 0.21
H -18.630 17.540 12.338 0.14
H -18.675 19.041 11.831 0.14
H -19.508 18.001 10.941 0.15
H -18.620 18.991 8.765 0.09
H -16.930 18.622 8.602 0.10
H -17.464 19.943 9.501 0.09
H -17.749 16.803 10.106 0.15
H -15.862 18.916 11.409 0.13
H -15.374 17.564 10.458 0.14
H -14.096 17.437 12.583 0.10
H -14.954 16.347 13.768 0.10
H -15.269 18.074 13.860 0.09
C -12.916 24.853 19.421 -0.03
C -13.477 24.712 18.057 -0.33
C -12.501 24.392 16.958 -0.15
O -13.112 24.211 15.658 -0.18
C -12.299 23.439 14.749 -0.07
N -14.562 23.660 18.001 0.23
H -14.760 23.478 17.028 0.15
H -14.316 22.788 18.447 0.17
H -15.492 23.929 18.289 0.17
H -12.222 24.041 19.634 0.10
H -13.575 24.872 20.289 0.10
H -12.282 25.733 19.527 0.11
H -14.096 25.591 17.879 0.16
H -11.929 23.528 17.297 0.14
H -11.818 25.241 16.930 0.16
H -11.523 23.992 14.219 0.10
H -12.807 23.027 13.877 0.08
H -11.777 22.643 15.280 0.09
C -15.732 18.041 26.426 -0.02
C -14.668 19.023 27.022 -0.27
C -13.429 18.193 27.500 -0.16
O -12.460 19.119 27.972 -0.19
C -11.629 18.659 29.020 -0.09
N -14.237 20.165 26.040 0.26
H -13.376 20.590 26.352 0.16
H -14.146 19.677 25.160 0.16
H -14.962 20.868 26.045 0.17
H -15.164 17.736 25.547 0.08
H -16.673 18.549 26.215 0.08
H -15.862 17.106 26.972 0.10
H -15.084 19.611 27.840 0.15
H -12.917 17.819 26.613 0.14
H -13.793 17.425 28.182 0.14
H -10.954 17.888 28.648 0.09
H -11.935 18.233 29.976 0.10
H -10.896 19.455 29.145 0.10
C -20.537 18.197 19.913 -0.04
C -20.036 17.060 20.758 -0.30
C -21.150 16.045 21.246 -0.17
O -20.659 15.304 22.347 -0.19
C -21.335 14.089 22.667 -0.07
N -19.012 16.168 20.095 0.24
H -18.944 15.371 20.712 0.16
H -19.467 15.893 19.236 0.16
H -18.127 16.650 20.025 0.18
H -21.443 18.658 20.307 0.10
H -20.715 17.884 18.884 0.09
H -19.789 18.987 19.852 0.09
H -19.456 17.458 21.591 0.16
H -21.387 15.450 20.364 0.13
H -22.022 16.590 21.607 0.14
H -20.946 13.700 23.608 0.11
H -21.366 13.338 21.877 0.10
H -22.372 14.307 22.923 0.09
C -4.223 18.834 24.807 -0.03
C -4.784 17.772 25.734 -0.27
C -5.931 17.011 24.992 -0.20
O -6.246 15.932 25.855 -0.20
C -7.216 15.007 25.206 -0.04
N -3.690 16.789 26.111 0.25
H -3.981 15.823 26.057 0.15
H -2.805 16.849 25.628 0.18
H -3.471 16.852 27.095 0.17
H -3.320 19.255 25.250 0.10
H -4.938 19.636 24.621 0.10
H -3.972 18.433 23.825 0.10
H -5.239 18.137 26.655 0.16
H -5.581 16.642 24.028 0.13
H -6.774 17.606 24.640 0.14
H -6.943 14.616 24.226 0.09
H -8.113 15.597 25.015 0.08
H -7.543 14.166 25.817 0.09
As -8.720 25.377 27.108 0.91
F -10.256 24.458 27.358 -0.34
F -8.304 24.399 25.648 -0.32
F -7.140 26.244 26.860 -0.31
F -9.101 26.336 28.580 -0.30
F -7.966 24.049 28.095 -0.33
F -9.505 26.602 26.065 -0.30
As -14.998 11.046 23.799 0.84
F -13.740 11.239 22.514 -0.31
F -15.725 9.512 23.120 -0.33
F -16.107 10.742 25.108 -0.29
F -14.464 12.557 24.502 -0.29
F -16.274 11.915 22.851 -0.34
F -13.861 10.028 24.682 -0.29
As -5.330 28.565 14.592 0.89
F -3.999 29.099 15.574 -0.28
F -5.646 30.235 14.023 -0.32
F -6.734 28.052 13.480 -0.35
F -5.028 26.921 15.184 -0.29
F -6.440 28.984 16.019 -0.35
F -4.156 28.407 13.263 -0.30
C 1.026 17.312 10.937 -0.51
O -0.102 17.673 11.640 -0.10
O 0.745 17.380 9.570 -0.21
C 2.323 18.098 11.476 -0.58
F 3.501 17.721 10.936 0.10
F 2.317 19.400 11.309 0.15
F 2.563 17.914 12.781 0.10
C -0.442 17.231 13.033 -0.23
C -1.691 17.965 13.397 -0.11
H -1.621 19.029 13.171 0.08
H -2.395 17.648 12.628 0.07
H -2.159 17.867 14.377 0.07
H 0.406 17.483 13.671 0.10
H -0.707 16.191 13.225 0.10
H 1.231 16.286 11.243 0.13
C -10.888 18.753 20.161 -0.46
O -10.053 19.898 19.833 -0.13
O -12.238 19.188 20.037 -0.35
C -10.509 17.413 19.420 -0.66
F -10.249 17.673 18.164 0.15
F -9.418 16.876 19.915 0.14
F -11.508 16.532 19.539 0.12
C -8.617 19.751 19.602 -0.25
C -8.118 21.219 19.432 -0.08
H -7.044 21.377 19.328 0.07
H -8.525 21.764 18.581 0.06
H -8.434 21.769 20.319 0.07
H -8.299 19.138 18.758 0.10
H -8.117 19.302 20.460 0.10
H -10.726 18.519 21.213 0.11
C 1.128 16.254 22.190 -0.52
O -0.206 15.860 21.806 -0.12
O 0.950 17.087 23.252 -0.25
C 2.146 15.017 22.297 -0.51
F 3.398 15.388 22.646 0.11
F 1.768 14.001 23.105 0.09
F 2.342 14.346 21.110 0.06
C -0.308 15.052 20.600 -0.24
C -1.883 14.856 20.374 -0.10
H -2.504 15.741 20.234 0.05
H -2.088 14.391 19.410 0.05
H -2.368 14.365 21.218 0.05
H -0.048 13.997 20.697 0.09
H 0.229 15.390 19.713 0.11
H 1.583 16.727 21.320 0.13
```

Molecular formula: C5H10NO
Method: DFT, ωB97M-V/def2-TZVPD

Calculated values
Multiplicity: 1
Structure (SMILES): C=NCCCC[O-]
Lowest unoccupied orbital energy in eV: 3.4
Orbital gap in eV: 5.5
Net charge: -1
HOMO level in hartree: -0.07626
Total energy in eV: -8883.2736

XYZ file:
```
17
Properties=species:S:1:pos:R:3:nbo_charge:R:1
C -1.626 2.552 -1.434 -0.10
N -1.634 1.568 -0.645 -0.36
C -0.435 1.191 0.084 -0.25
C -0.192 -0.306 -0.175 -0.40
C 0.916 -0.869 0.736 -0.44
C 1.207 -2.434 0.681 0.01
O 2.028 -2.798 1.670 -0.96
H -2.588 2.755 -1.904 0.15
H -0.806 3.232 -1.658 0.14
H 0.459 1.772 -0.132 0.16
H -0.665 1.255 1.152 0.20
H -1.113 -0.863 0.013 0.20
H 0.106 -0.512 -1.207 0.18
H 1.875 -0.376 0.540 0.17
H 0.754 -0.647 1.793 0.18
H 1.531 -2.635 -0.372 0.06
H 0.182 -2.886 0.857 0.06
```